[1]
The following is a quantum chemistry calculation of a single C4H6O2 molecule, from OMol25.

Geometry as ORCA input:
```
! wB97M-V def2-TZVPD RIJCOSX def2/J DEFGRID3
* xyz 0 1
C -0.60311 -1.35750 -0.94958
C -0.09776 -0.69142 0.31069
O 0.45361 -1.31590 1.19093
C -0.26456 0.81774 0.44949
C 1.10195 1.47499 0.54377
O 1.41364 2.46377 -0.07009
H -0.83787 -0.63514 -1.73416
H -1.50934 -1.92818 -0.71488
H 0.15003 -2.06400 -1.30910
H -0.84069 1.28092 -0.35474
H -0.77125 0.99058 1.40742
H 1.80534 0.96412 1.23024
*
```

Computed properties:
Energy above the lowest of the compared OMol25 structures with the same formula, charge and spin in kcal/mol: 18.3
Electronic energy in a.u.: -306.477060
Highest occupied orbital energy in eV: -9.89
Structure (SMILES): CC(=O)CC=O

Atom charges from the Mulliken analysis, given in e for atoms 1 to 6: -0.997, 0.557, -0.538, -0.394, 0.006, -0.466

***

[2]
The following is a quantum chemistry calculation of a single C4H6O2 molecule, from OMol25.

Geometry as ORCA input:
```
! wB97M-V def2-TZVPD RIJCOSX def2/J DEFGRID3
* xyz 0 1
O -1.86858 0.35077 -1.18726
C -1.84820 0.02984 0.07223
C 0.34932 -0.82245 0.62622
C 1.20996 -0.04572 -0.38369
O 0.36785 1.12506 -0.29093
C -0.51149 0.45391 0.65326
H -1.06003 0.89485 -1.40155
H -0.22889 -1.65744 0.22128
H 0.83624 -1.13787 1.55111
H 2.22595 0.19281 -0.05656
H 1.24539 -0.43965 -1.40691
H -0.61357 1.01169 1.58825
*
```

Computed properties:
Energy above the lowest of the compared OMol25 structures with the same formula, charge and spin in kcal/mol: 89.0
Electronic energy in a.u.: -306.364390
Highest occupied orbital energy in eV: -8.80

Atom charges from the Mulliken analysis, given in e for atoms 1 to 6: -0.250, -0.598, -0.740, -0.219, -0.571, 0.610

***

[3]
The following is a quantum chemistry calculation of 2 unconnected molecules or ions with the total composition C4H6O2, from OMol25.

Geometry as ORCA input:
```
! wB97M-V def2-TZVPD RIJCOSX def2/J DEFGRID3
* xyz 0 1
O -2.17768 -0.33166 -1.78798
C -1.28162 -0.31800 -1.03346
C -0.23521 -0.26696 -0.25546
C 0.18988 -0.18358 1.19807
O 1.53959 -0.49877 0.80995
C 1.21755 -0.52135 -0.58746
H 0.12974 0.80659 1.67580
H -0.24821 -0.94361 1.85648
H 1.40863 -1.49136 -1.05677
H 1.72602 0.28508 -1.13335
H -1.47389 2.16561 0.39119
H -0.95200 1.99837 -0.10056
*
```

Computed properties:
Energy above the lowest of the compared OMol25 structures with the same formula, charge and spin in kcal/mol: 88.6
Electronic energy in a.u.: -306.365049
Highest occupied orbital energy in eV: -8.86
Structure (SMILES): O=C=C1COC1.[H][H]

Atom charges from the Mulliken analysis, given in e for atoms 1 to 6: -0.429, 0.784, -0.412, -0.165, -0.412, -0.305